Computed, not measured: a molecular structure, C43H95N3O14S5 at a distorted geometry, with ωB97M-V/def2-TZVPD.

CARTESIAN COORDINATES (ANGSTROEM)
C: 1.780 -4.397 5.357
C: 2.209 -2.952 4.897
C: 3.743 -2.989 4.633
C: 4.154 -3.629 3.313
C: 3.453 -2.846 2.175
C: 1.915 -2.704 2.311
N: 1.629 -2.255 3.684
O: 0.252 -1.963 3.884
C: 1.357 -1.694 1.313
C: 1.320 -4.167 1.955
C: 2.026 -2.094 6.204
H: 2.150 -5.212 4.735
H: 0.705 -4.509 5.212
H: 2.094 -4.588 6.383
H: 4.088 -1.968 4.469
H: 4.311 -3.313 5.505
H: 3.897 -4.688 3.340
H: 5.233 -3.492 3.254
H: 3.753 -3.098 1.158
H: 3.921 -1.873 2.325
H: 1.686 -0.721 1.679
H: 1.725 -1.757 0.289
H: 0.269 -1.631 1.330
H: 1.450 -4.511 0.929
H: 1.765 -4.941 2.581
H: 0.247 -4.317 2.070
H: 2.650 -2.522 6.988
H: 1.070 -2.417 6.616
H: 2.250 -1.036 6.068
H: 0.284 -1.015 4.035
C: -6.149 -1.453 -3.394
C: -4.595 -1.455 -3.792
C: -4.489 -0.743 -5.218
C: -4.451 0.747 -5.157
C: -3.479 1.210 -4.035
C: -3.748 0.666 -2.627
N: -3.746 -0.791 -2.773
O: -3.883 -1.348 -1.578
C: -2.507 0.967 -1.852
C: -5.096 1.314 -2.168
C: -4.088 -2.862 -3.993
H: -6.578 -2.455 -3.389
H: -6.738 -0.851 -4.087
H: -6.344 -0.965 -2.440
H: -3.684 -1.122 -5.848
H: -5.408 -0.851 -5.794
H: -5.424 1.117 -4.833
H: -4.342 1.278 -6.103
H: -3.486 2.300 -4.025
H: -2.533 0.875 -4.460
H: -2.221 0.396 -0.968
H: -1.649 0.784 -2.499
H: -2.359 2.011 -1.576
H: -5.065 2.401 -2.229
H: -5.974 1.036 -2.751
H: -5.153 1.069 -1.107
H: -3.000 -2.936 -3.981
H: -4.636 -3.256 -4.849
H: -4.321 -3.367 -3.056
H: -3.070 -1.857 -1.550
C: 3.169 -0.975 0.959
C: 4.322 0.062 1.105
C: 3.978 1.489 0.708
C: 3.137 2.205 1.749
C: 4.007 2.281 3.064
C: 4.299 0.798 3.664
N: 4.880 0.064 2.495
O: 5.322 -1.209 3.013
C: 5.464 0.965 4.621
C: 3.006 0.182 4.318
C: 5.428 -0.444 0.164
H: 2.645 -0.816 0.016
H: 2.480 -0.813 1.788
H: 3.490 -2.014 0.878
H: 4.913 2.035 0.588
H: 3.395 1.353 -0.203
H: 2.199 1.657 1.841
H: 2.845 3.207 1.435
H: 3.421 2.901 3.743
H: 4.870 2.860 2.734
H: 5.721 1.996 4.863
H: 5.252 0.387 5.521
H: 6.423 0.573 4.281
H: 3.116 -0.901 4.379
H: 2.831 0.405 5.371
H: 2.108 0.478 3.776
H: 6.355 0.017 0.503
H: 5.221 -0.047 -0.830
H: 5.401 -1.534 0.157
H: 6.271 -1.174 2.866
C: -1.296 -1.408 1.806
S: -2.960 -2.037 1.392
O: -3.904 -1.384 2.377
C: -3.019 -0.948 -0.178
H: -1.253 -0.322 1.896
H: -0.533 -1.646 1.065
H: -1.003 -1.883 2.742
H: -4.011 -0.975 -0.628
H: -2.219 -1.290 -0.835
H: -2.894 0.101 0.092
C: -3.793 3.605 -2.635
S: -2.336 3.960 -3.748
O: -2.406 3.142 -5.020
C: -1.047 3.072 -2.744
H: -3.738 2.568 -2.306
H: -4.679 3.616 -3.269
H: -3.918 4.317 -1.819
H: -1.035 3.489 -1.737
H: -0.069 3.216 -3.204
H: -1.372 2.036 -2.648
C: -0.536 1.795 -1.097
S: -0.362 0.439 0.185
O: -1.308 -0.616 -0.319
C: 1.323 -0.296 -0.308
H: -1.278 1.597 -1.871
H: 0.479 1.885 -1.485
H: -0.850 2.755 -0.688
H: 1.690 -0.784 0.595
H: 2.033 0.483 -0.588
H: 1.287 -1.085 -1.059
C: -0.426 0.452 -3.698
S: 1.171 0.310 -2.793
O: 1.384 -1.140 -2.519
C: 2.405 0.787 -4.145
H: -0.534 1.503 -3.968
H: -1.323 0.307 -3.097
H: -0.394 -0.169 -4.593
H: 2.025 1.645 -4.699
H: 2.664 -0.046 -4.798
H: 3.321 1.247 -3.773
C: -2.505 1.386 0.406
S: -1.667 3.003 0.228
O: -2.081 3.491 -1.151
C: -2.671 3.962 1.461
H: -2.468 1.129 1.465
H: -1.964 0.646 -0.184
H: -3.532 1.489 0.055
H: -3.696 3.596 1.391
H: -2.710 5.022 1.213
H: -2.236 3.841 2.453
C: -0.717 -1.251 -2.582
C: -0.113 -2.236 -1.587
O: -1.255 -2.958 -1.062
C: -2.263 -2.743 -1.805
O: -3.354 -3.298 -1.677
O: -1.998 -1.811 -2.848
H: 0.018 -1.320 -3.384
H: -0.736 -0.276 -2.094
H: 0.505 -1.832 -0.785
H: 0.499 -2.933 -2.160
C: 0.261 4.443 -0.880
C: 0.247 5.068 0.458
O: 0.298 3.922 1.357
C: 0.967 2.931 0.683
O: 1.255 1.816 1.131
O: 1.156 3.359 -0.620
H: 0.676 5.142 -1.606
H: -0.730 4.168 -1.239
H: -0.665 5.620 0.686
H: 1.049 5.778 0.662

For the frontier orbital gap, the calculation gives 0.186 Ha.